Below is a structure of composition C3H3ClNO at a distorted geometry, with properties calculated with ωB97M-V/def2-TZVPD.

```
9
Properties=species:S:1:pos:R:3:lowdin_charge:R:1
C 0.296 1.010 0.171 0.161
C -0.970 0.371 -0.027 -0.628
C 0.964 -0.242 -0.088 -0.013
N -0.428 -0.902 -0.043 -0.137
O -0.819 -2.002 0.133 0.278
Cl -2.589 0.829 -0.008 0.853
H 0.593 2.074 0.245 0.169
H 1.368 -0.278 -1.057 0.126
H 1.584 -0.859 0.674 0.190
```

Values from the calculation:
Total charge: +1
Maximum force, hartree/bohr: 0.097
LUMO, eV: -7.638
HOMO, eV: -15.627
ΔE to the lowest compared entry with this formula, charge and spin, kcal/mol: 47.5
Orbital gap, eV: 7.99
Molar mass, g mol⁻¹: 104.52